No. 1
Molecular formula: C18H50N4O8V2
Method: DFT, wB97M-V/def2-TZVPD

Structure (XYZ):
```
82
C18H50N4O8V2 | OMol25 | wB97M-V/def2-TZVPD
O 10.28 25.61 27.62
V 8.88 25.53 26.81
O 11.63 22.46 25.80
V 11.19 23.02 24.36
O 9.74 24.11 25.38
H 8.95 24.08 24.80
C 8.06 23.55 21.65
C 9.46 24.24 21.77
O 10.64 23.53 22.09
H 7.68 23.02 22.53
H 8.10 22.78 20.88
H 7.41 24.32 21.22
H 9.21 25.10 22.40
H 9.47 24.78 20.82
C 9.06 23.03 29.73
C 8.45 22.58 28.33
C 7.58 21.27 28.43
O 8.31 20.12 28.91
C 7.58 18.91 28.86
N 7.77 23.77 27.84
H 9.50 24.03 29.73
H 9.85 22.41 30.13
H 8.44 22.98 30.62
H 9.25 22.34 27.63
H 7.23 21.08 27.42
H 6.65 21.48 28.96
H 6.85 18.78 29.65
H 8.22 18.03 28.79
H 7.14 18.88 27.86
H 6.98 23.38 27.35
H 7.28 24.17 28.63
C 10.38 29.12 26.34
C 9.54 28.47 25.31
C 9.73 29.12 23.98
O 8.95 28.32 23.03
C 9.20 28.71 21.73
N 9.84 27.00 25.33
H 10.28 30.20 26.46
H 11.41 29.05 25.97
H 10.38 28.56 27.27
H 8.50 28.52 25.61
H 10.78 29.22 23.69
H 9.36 30.15 24.03
H 8.53 29.52 21.43
H 8.88 27.96 21.00
H 10.15 29.15 21.42
H 9.50 27.03 24.38
H 10.82 26.77 25.22
C 6.45 26.15 23.20
C 6.32 26.58 24.64
C 4.85 26.89 25.15
O 4.13 27.90 24.43
C 2.79 28.15 24.91
N 6.93 25.55 25.56
H 7.53 26.08 23.08
H 6.12 26.95 22.53
H 5.92 25.23 22.95
H 6.78 27.56 24.76
H 4.80 27.24 26.18
H 4.22 26.01 25.28
H 2.21 28.89 24.37
H 2.87 28.50 25.94
H 2.29 27.19 24.99
H 6.53 24.71 25.18
H 6.47 25.74 26.44
C 9.43 19.78 25.62
C 9.54 20.04 24.13
C 8.35 19.46 23.38
O 8.44 19.63 21.99
C 7.32 19.10 21.17
N 9.51 21.43 24.09
H 8.46 19.56 26.07
H 9.89 20.46 26.33
H 9.95 18.82 25.73
H 10.49 19.71 23.72
H 7.42 20.01 23.57
H 8.26 18.39 23.54
H 7.46 19.47 20.16
H 6.38 19.60 21.39
H 7.20 18.02 21.23
H 8.67 21.66 24.60
H 9.16 21.81 23.22
```

Properties
2S+1: 4
LUMO energy (alpha / beta): -0.41342 / -0.46062 Ha
maximum force: 5.9 eV/Å
orbital gap (alpha / beta): 5.42 / 4.14 eV
net charge: +3

No. 2
Molecular formula: C4H9NOS
Method: DFT, wB97M-V/def2-TZVPD

Structure (XYZ):
```
16
C4H9NOS | OMol25 | wB97M-V/def2-TZVPD
C -2.47 0.96 0.77
C 2.29 -0.40 -0.66
C 2.03 0.95 0.03
C 1.93 -0.32 0.70
N -2.10 -1.54 -0.39
O -0.76 0.49 -1.20
S -1.26 -0.03 0.11
H -2.65 1.76 0.19
H -2.45 1.08 1.84
H 1.47 -0.73 -1.26
H 3.18 -0.57 -1.06
H 2.90 1.50 0.13
H 1.18 1.48 -0.10
H 1.25 -0.51 1.49
H -1.73 -2.30 -0.86
H -2.80 -1.84 0.28
```

Properties
2S+1: 1
LUMO energy (alpha / beta): -0.06962 / 0.02349 Ha
maximum force: 4.8 eV/Å
orbital gap (alpha / beta): 5.64 / 9.70 eV
energy relative to the best compared isomer or geometry (same formula, charge and spin): 191.18 kcal/mol

No. 3
Molecular formula: C5H8O2S
Method: DFT, wB97M-V/def2-TZVPD

Structure (XYZ):
```
16
C5H8O2S | OMol25 | wB97M-V/def2-TZVPD
S -2.26 -1.29 -1.19
C -0.72 -0.36 -1.34
C 0.55 -1.16 -1.14
C 0.21 0.02 -0.27
C 0.17 -0.54 1.10
O 0.20 0.77 1.76
C 0.71 1.90 0.82
O 0.80 1.32 -0.41
H -2.56 -0.45 0.10
H -0.60 0.42 -2.01
H 1.38 -1.29 -2.07
H 0.12 -2.03 -0.47
H 0.99 -1.24 1.64
H -0.88 -0.84 1.30
H 1.71 1.88 1.27
H 0.18 2.87 0.91
```

Properties
2S+1: 1
SMILES string: S[C@@H]1C[C@]12COCO2
LUMO energy: 0.01904 Ha
maximum force: 4.8 eV/Å
orbital gap: 9.72 eV
energy relative to the best compared isomer or geometry (same formula, charge and spin): 120.66 kcal/mol